[1]
36
Properties=species:S:1:pos:R:3 method="wB97M-V/def2-TZVPD" total_charge=-1 lumo_ev=2.0 homo_energy_ev=-4.375 spin_multiplicity=1
C -5.852 1.400 1.797
C -4.810 0.844 0.660
I -4.709 -1.383 0.770
C -3.240 1.349 0.884
I -2.011 -0.079 -0.297
N -2.835 1.431 2.339
C -1.378 1.807 2.524
F -1.343 2.764 3.691
C -0.411 0.542 2.959
O 0.645 0.143 2.198
O -0.659 -0.271 4.177
H -5.558 1.094 2.905
H -6.963 1.002 1.619
H -5.814 2.580 1.748
H -5.162 1.194 -0.406
H -3.177 2.403 0.349
H -3.367 2.273 2.717
H -0.982 2.422 1.605
C 2.344 -0.451 -0.797
C 2.227 0.013 -2.257
C 1.870 -1.079 -3.260
F 2.756 -2.094 -3.272
F 1.849 -0.578 -4.526
F 3.372 0.659 -2.610
F 1.242 0.965 -2.301
O 3.659 -0.772 -0.328
C 4.127 -2.075 -0.672
C 5.280 -2.054 -1.685
F 4.964 -1.345 -2.802
F 5.589 -3.312 -2.102
F 3.074 -2.824 -1.080
F 4.554 -2.638 0.490
H 2.041 0.404 -0.178
H 1.620 -1.236 -0.550
H 0.877 -1.490 -3.056
H 6.177 -1.606 -1.250

[2]
8
Properties=species:S:1:pos:R:3 method="wB97M-V/def2-TZVPD" lumo_ev="-4.4 / -4.4" homo_energy_ev="-10.045 / -10.064" e_above_lowest_kj_mol=343.1 spin_multiplicity=1
N -0.325 -0.601 -0.200
O 3.257 1.928 0.080
O 2.052 -0.001 -0.998
O 1.287 -2.405 -0.866
S 3.958 -0.660 0.979
S 3.614 0.676 -0.559
S 1.097 -1.181 -0.168
H -0.535 0.357 -0.138

[3]
26
Properties=species:S:1:pos:R:3 method="wB97M-V/def2-TZVPD" smiles="C[C@H](N)C(=O)N[C@@H](CC(=O)O)C(=O)O" lumo_ev=0.5 homo_energy_ev=-9.638 e_above_lowest_kj_mol=20.7 spin_multiplicity=1
C -0.916 -1.865 2.032
C -1.608 -1.704 0.646
N -2.222 -3.004 0.307
C -0.610 -1.206 -0.371
O -0.018 -1.993 -1.095
N -0.357 0.164 -0.383
C 0.792 0.677 -1.160
C 0.571 2.134 -1.550
C 0.632 3.020 -0.343
O 1.571 3.747 -0.027
O -0.446 2.793 0.456
C 2.031 0.455 -0.324
O 2.019 0.284 0.873
O 3.154 0.516 -1.063
H -1.623 -2.234 2.769
H -0.110 -2.604 1.877
H -0.504 -0.857 2.363
H -2.447 -0.961 0.822
H -2.878 -2.932 -0.480
H -1.488 -3.602 -0.093
H -0.631 0.697 0.438
H 0.738 0.001 -2.007
H 1.320 2.450 -2.293
H -0.394 2.239 -2.053
H -0.417 3.488 1.106
H 3.843 0.295 -0.448

[4]
21
Properties=species:S:1:pos:R:3 method="wB97M-V/def2-TZVPD" lumo_ev=0.9 homo_energy_ev=-7.622 e_above_lowest_kj_mol=421.6 spin_multiplicity=1
C 0.140 0.716 -0.674
C -0.084 -0.694 -0.397
C 2.051 0.412 -0.769
C 0.281 -1.330 0.926
N -0.092 1.700 0.286
C -1.975 -0.763 -0.482
C -2.863 0.008 0.143
O 2.615 0.913 0.433
H 2.482 0.255 1.128
H -0.159 1.019 -1.675
H 0.130 -1.328 -1.253
H 0.097 1.425 1.241
H 0.339 2.592 0.076
H 2.317 1.104 -1.570
H 2.453 -0.572 -1.023
H -2.339 -1.610 -1.068
H 0.139 -0.652 1.770
H 1.323 -1.665 0.926
H -0.354 -2.200 1.108
H -3.934 -0.197 0.129
H -2.568 0.865 0.745

Strongest force on any atom for every record listed, in sequence, given in Eh/bohr: 0.159, 0.081, 0.050, 0.129.
Energy for every record listed, in sequence, given in a.u.: -2162.20739, -1475.44820, -759.70467, -366.27330.